The following is a quantum chemistry calculation of an isolated molecule of C5H6ClFO at a distorted geometry, from OMol25.

Gap between HOMO and LUMO in eV: 10.4
SMILES: F[C@@]12COC[C@]1(Cl)C2
Spin multiplicity: 1
HOMO energy in eV: -9.50

Last columns: bonded neighbours and bond lengths (Å).
Atoms and positions in Å:
1 C 0.95336 -0.09551 0.10427  C2 1.659, C4 1.590, C5 1.452, F13 1.366
2 C 0.59319 1.31200 -0.69684  C1 1.659, H6 1.061, H7 1.214, O12 1.397
3 C -1.40037 0.16145 -0.18650  C4 1.372, H8 1.087, H9 1.037, O12 1.514
4 C -0.48198 -0.76823 0.23258  C1 1.590, C3 1.372, C5 1.448, Cl14 1.761
5 C 0.42785 -0.62608 1.34962  C1 1.452, C4 1.448, H10 1.041, H11 1.189
6 H 1.11132 2.18965 -0.40350  C2 1.061
7 H 0.64302 1.01553 -1.87275  C2 1.214
8 H -1.63725 -0.08439 -1.21801  C3 1.087
9 H -2.31712 0.17670 0.29757  C3 1.037
10 H 0.23445 -0.08049 2.21506  C5 1.041
11 H 1.17525 -1.52457 1.56621  C5 1.189
12 O -0.73949 1.51609 -0.33250  C2 1.397, C3 1.514
13 F 1.92490 -0.86374 -0.47200  C1 1.366
14 Cl -0.48714 -2.32841 -0.58322  C4 1.761